{"formula": "C11H24B", "method": "ωB97M-V/def2-TZVPD", "total_energy_ha": -458.3243, "homo_ev": -3.319, "lumo_ha": 0.1199, "charge": -1, "elements": ["C", "C", "B", "C", "C", "C", "C", "C", "C", "C", "C", "C", "H", "H", "H", "H", "H", "H", "H", "H", "H", "H", "H", "H", "H", "H", "H", "H", "H", "H", "H", "H", "H", "H", "H", "H"], "positions_angstrom": [[-2.26931, 2.18195, 0.77909], [-1.40493, 3.04682, 0.18333], [-0.93263, 3.03477, -1.36731], [0.67650, 2.68278, -1.35040], [1.07779, 1.28442, -0.84335], [0.89451, 0.15042, -1.85480], [-0.50388, -0.48529, -1.88222], [-0.89248, -1.19882, -0.57892], [-0.07381, -2.48104, -0.34241], [0.17648, -2.82766, 1.12709], [0.73126, -1.65417, 1.94714], [1.49116, -2.08027, 3.21529], [-3.23807, 1.93023, 0.35550], [-1.99855, 1.70829, 1.72839], [-0.94133, 3.79486, 0.84282], [-1.60816, 2.29478, -2.06764], [-1.04537, 4.18597, -1.82829], [1.14428, 2.86966, -2.32459], [1.14436, 3.40349, -0.66408], [0.57920, 1.07497, 0.10624], [2.15366, 1.31563, -0.61105], [1.63033, -0.64734, -1.70255], [1.09015, 0.53586, -2.86114], [-0.50785, -1.26181, -2.66040], [-1.24160, 0.27145, -2.13613], [-1.93476, -1.50435, -0.71358], [-0.86144, -0.49871, 0.25249], [-0.62987, -3.30708, -0.79647], [0.87830, -2.42360, -0.87398], [-0.73952, -3.22084, 1.58015], [0.89975, -3.65003, 1.18225], [-0.11668, -1.03559, 2.24438], [1.32823, -1.02462, 1.28460], [1.72538, -3.14354, 3.22663], [2.41408, -1.50558, 3.30793], [0.90483, -1.81600, 4.09598]], "atomic_forces_ev_per_a": [[0.6, 0.4, 0.3], [-0.9, -0.2, -0.4], [-0.6, 1.3, -0.2], [-0.3, -0.2, 0.5], [0.8, 0.3, -0.3], [-0.6, -0.1, -0.1], [0.4, -0.4, 0.2], [-0.2, -0.2, -0.6], [-0.3, 0.1, 0.2], [0.3, -0.1, 0.0], [-0.5, -0.3, -0.1], [-0.1, 0.7, -0.1], [0.6, -1.1, -0.7], [-0.8, 0.9, 0.7], [1.1, -0.9, 0.3], [-0.1, -0.2, 0.0], [0.1, 0.0, -0.1], [0.0, -0.1, -0.1], [0.0, 0.1, 0.0], [-0.1, -0.1, 0.0], [0.0, -0.1, 0.1], [0.1, 0.1, 0.1], [0.1, 0.1, 0.0], [-0.1, 0.1, -0.2], [0.0, 0.0, 0.0], [-0.1, 0.1, 0.3], [0.0, 0.0, 0.0], [0.2, -0.1, -0.1], [0.1, 0.1, 0.1], [0.0, 0.1, 0.1], [0.0, 0.0, -0.1], [0.1, 0.2, 0.0], [0.2, -0.1, 0.1], [0.0, 0.0, 0.0], [0.1, -0.2, 0.0], [0.0, -0.3, 0.1]]}

=====

{"formula": "C32H53FN4O7P", "method": "ωB97M-V/def2-TZVPD", "total_energy_ha": -2437.0053, "homo_ev": -10.337, "lumo_ha": -0.2952, "charge": 1, "elements": ["C", "C", "O", "C", "C", "C", "C", "C", "C", "C", "C", "C", "C", "N", "C", "C", "C", "C", "C", "C", "N", "C", "C", "C", "F", "C", "O", "N", "P", "O", "O", "O", "C", "O", "H", "H", "H", "H", "H", "H", "H", "H", "H", "H", "H", "H", "H", "H", "H", "H", "H", "H", "H", "H", "H", "H", "H", "H", "H", "H", "H", "H", "H", "H", "H", "H", "H", "H", "H", "C", "C", "C", "C", "C", "C", "N", "O", "C", "C", "C", "H", "H", "H", "H", "H", "H", "H", "H", "H", "H", "H", "H", "H", "H", "H", "H", "H", "H"], "positions_angstrom": [[5.99261, -1.99712, 2.14974], [5.95566, -3.54413, 1.54143], [5.51714, -3.61282, 0.13892], [4.06475, -3.81008, 0.01338], [3.59536, -5.33417, 0.43092], [2.17116, -5.68430, -0.30281], [0.97928, -5.45870, 0.84852], [-0.44802, -5.56256, 0.01186], [-1.38657, -4.21976, 0.19929], [-2.45874, -4.27048, 1.48128], [-2.53974, -5.56750, 2.53369], [-3.56395, -6.67139, 1.88594], [-3.19224, -8.29763, 1.89306], [-4.73856, -6.17355, 1.32425], [-3.50186, -3.04296, 1.78444], [-3.37440, -1.76493, 0.76667], [-2.33027, -1.59337, -0.48467], [-2.35495, -0.19466, -1.33825], [-2.07762, 1.15884, -0.39583], [-0.47578, 1.57181, -0.35111], [0.10004, 1.40193, 1.04730], [-1.30671, -2.87863, -0.79701], [-0.21306, -2.83223, -2.01875], [1.16893, -2.10380, -1.46947], [-0.72190, -2.28200, -3.29668], [-4.54978, -0.80083, 1.37906], [-5.19978, 0.26088, 0.85751], [-4.92978, -1.32731, 2.77937], [-3.99385, -0.67049, 4.14758], [-4.98460, 0.11157, 5.12833], [-2.68820, 0.41794, 3.65071], [-3.19250, -1.91818, 5.12156], [-4.64914, -2.81327, 2.93236], [-5.17992, -3.74728, 3.72653], [5.80371, -1.19044, 1.31939], [7.05596, -1.89514, 2.67282], [5.17999, -1.95968, 3.01775], [7.05822, -4.00149, 1.56423], [5.32531, -4.18288, 2.29250], [3.76934, -3.67112, -1.13056], [3.40591, -3.04586, 0.61044], [4.39778, -6.15106, 0.18279], [3.41573, -5.30237, 1.60992], [2.07565, -6.78084, -0.70204], [1.88702, -4.93007, -1.17873], [0.98745, -6.35723, 1.62321], [1.11159, -4.44424, 1.43078], [-1.01560, -6.53549, 0.40744], [-0.20287, -5.80855, -1.12952], [-2.86362, -5.14576, 3.58299], [-1.45314, -5.99753, 2.58742], [-4.10573, -8.89040, 2.36362], [-2.99551, -8.61482, 0.76560], [-2.19933, -8.52497, 2.51418], [-5.31288, -6.96431, 0.95215], [-3.45519, -0.05519, -1.76114], [-1.57997, -0.12719, -2.21216], [-2.55797, 1.06432, 0.66921], [-2.64331, 2.03613, -0.96848], [0.15974, 0.97227, -1.15503], [-0.32068, 2.71818, -0.63279], [0.90564, 0.71153, 1.00491], [-0.60158, 0.95594, 1.70135], [0.09809, -3.96123, -2.24633], [1.53533, -2.78056, -0.55707], [0.99995, -1.03491, -1.02223], [2.06047, -2.15301, -2.25710], [-1.99833, 0.34301, 4.39564], [-2.24658, -1.63563, 5.29650], [2.55829, 7.95885, -3.14709], [1.43359, 6.89086, -3.29719], [0.10681, 7.55073, -3.77215], [-0.62345, 8.31878, -2.68111], [-0.85298, 7.42878, -1.46470], [0.45741, 6.79315, -0.93026], [1.27501, 6.13031, -2.01100], [0.64562, 4.90951, -2.31883], [1.28644, 7.89899, -0.22127], [0.09707, 5.81299, 0.23328], [1.94211, 6.00535, -4.48779], [3.50166, 7.62326, -3.59595], [2.28752, 8.90450, -3.62836], [2.82798, 8.18404, -2.11765], [-0.57364, 6.77835, -4.15694], [0.29794, 8.22482, -4.61685], [-0.06084, 9.21758, -2.40905], [-1.59020, 8.66561, -3.06469], [-1.33536, 8.02174, -0.67690], [-1.57069, 6.64252, -1.73382], [2.28047, 7.52956, 0.05699], [0.79723, 8.22541, 0.70548], [1.40231, 8.80432, -0.81922], [-0.60844, 5.03265, -0.07311], [-0.38174, 6.34573, 1.06408], [0.99639, 5.32804, 0.63186], [2.85583, 5.46235, -4.21647], [2.17628, 6.62900, -5.36001], [1.19773, 5.27388, -4.82204]], "atomic_forces_ev_per_a": [[0.1, -1.2, 0.7], [1.2, 0.3, 0.8], [-1.8, -0.1, 1.8], [-0.6, -1.0, -1.0], [-0.3, 0.4, 0.2], [-0.9, 0.7, 1.5], [-0.2, -0.9, -1.1], [-0.4, 0.0, 0.3], [-2.2, 2.1, 0.6], [-0.8, 2.4, -0.8], [0.5, 0.8, -1.7], [-3.6, 1.0, -1.5], [0.2, 0.8, 0.0], [5.1, -2.7, 2.3], [3.5, -0.2, -3.8], [0.3, -2.0, 1.1], [-0.1, -2.8, 1.9], [-0.6, 0.5, 0.8], [0.0, 0.4, -1.3], [-0.3, 0.3, -0.1], [0.2, -1.8, -0.4], [-2.8, 0.1, 2.7], [0.8, -1.0, 0.9], [0.2, -0.8, 0.3], [0.9, -0.8, 2.9], [-1.5, 4.0, -3.2], [4.6, -7.1, 3.7], [1.8, -0.8, 0.9], [-2.4, 4.1, 5.8], [4.0, -3.2, -4.2], [-0.9, -2.9, 1.6], [0.1, 2.5, -2.5], [-0.4, -5.2, 0.4], [3.4, 7.0, -5.1], [0.5, -1.6, 1.7], [-2.3, 0.2, -1.2], [1.7, 0.3, -2.0], [-2.5, 1.1, -0.2], [0.9, 1.0, -1.7], [1.0, -0.2, 2.4], [1.5, -1.2, -0.8], [-1.4, 1.9, 0.4], [0.4, -0.4, -2.6], [0.4, 2.1, 0.8], [1.0, -1.6, 1.7], [0.2, 2.0, -1.5], [-0.3, -2.0, -1.3], [0.9, 2.4, -0.9], [-0.7, 0.9, 2.5], [0.4, -1.0, -2.2], [-2.1, 0.7, 0.1], [2.0, 1.3, -1.1], [-0.6, 0.6, 2.5], [-2.3, 0.6, -1.3], [0.7, 0.5, 0.4], [2.4, -0.5, 0.8], [-1.6, -0.7, 1.7], [1.1, 0.2, -2.0], [1.1, -1.9, 1.3], [-1.5, 1.1, 1.7], [-0.6, -2.3, 0.5], [-1.4, 1.2, 0.1], [0.9, 0.7, -1.2], [-0.9, 2.5, 0.3], [-1.0, 1.4, -2.0], [0.2, -2.0, -1.2], [-2.2, 0.3, 1.5], [-1.5, 0.3, -1.6], [-1.5, -0.5, -0.4], [0.4, 0.3, 0.5], [3.5, 0.6, -2.1], [-1.4, 0.0, 0.6], [0.4, -0.1, 0.2], [-0.5, 0.1, -1.4], [1.0, 0.6, 4.0], [-8.6, -5.5, -3.8], [4.6, 5.9, 2.1], [0.4, 0.4, -0.2], [-0.1, -0.6, -0.7], [-0.6, -0.7, 0.4], [-0.4, -0.1, 0.0], [-0.1, -0.3, 0.1], [-0.2, 0.0, 0.0], [0.3, -0.2, 0.2], [0.5, -0.3, 0.2], [-0.1, 0.0, 0.0], [0.1, -0.1, 0.0], [0.5, -0.3, 0.2], [0.3, -0.1, 0.1], [-0.2, 0.1, -0.1], [-0.1, -0.4, -0.3], [0.1, -0.2, 0.0], [0.3, 0.1, -0.1], [0.2, 0.2, -0.4], [-0.1, 0.1, -0.1], [-0.2, 0.2, 0.1], [-0.1, 0.1, 0.5], [0.1, 0.1, 0.2]]}

=====

{"formula": "C3H10N2", "method": "ωB97M-V/def2-TZVPD", "total_energy_ha": -229.6785, "homo_ev": -6.702, "lumo_ha": 0.0386, "charge": 0, "de_lowest_kj_mol": 343.4, "elements": ["C", "C", "C", "N", "N", "H", "H", "H", "H", "H", "H", "H", "H", "H", "H"], "positions_angstrom": [[-0.06377, -0.65815, -0.96174], [0.30839, 0.46728, 1.12028], [-0.90431, 1.35360, 1.12193], [0.28301, -0.66829, 0.35590], [0.21081, -1.76927, -1.77242], [0.99753, -1.34879, 0.58443], [1.08469, -2.24375, -1.59788], [-0.54513, -2.41929, -1.94538], [-0.99707, -0.16913, -1.19577], [1.20783, 1.04176, -0.98374], [0.85001, 0.35754, 2.05151], [1.23225, 1.28011, -0.14779], [-1.79862, 0.82772, 1.48183], [-0.72837, 2.21564, 1.76497], [-1.13725, 1.73301, 0.12387]], "atomic_forces_ev_per_a": [[-0.3, -0.7, 0.3], [-0.2, -0.5, 0.4], [0.2, 0.0, -0.2], [0.4, 0.9, -0.3], [0.2, 0.0, -0.1], [0.0, 0.0, 0.0], [-0.1, 0.1, 0.0], [0.0, 0.1, 0.1], [0.2, 0.3, -0.1], [-0.2, 0.2, 0.8], [-0.1, -0.1, 0.0], [-0.1, -0.4, -0.9], [0.1, 0.0, 0.0], [0.0, 0.0, 0.0], [0.1, 0.0, -0.1]]}

=====

{"formula": "C7H10", "method": "ωB97M-V/def2-TZVPD", "total_energy_ha": -272.6140, "homo_ev": -8.463, "lumo_ha": 0.0220, "charge": 0, "de_lowest_kj_mol": 273.0, "smiles": "C=CC(=C)C(=C)C", "elements": ["C", "C", "C", "C", "C", "C", "C", "H", "H", "H", "H", "H", "H", "H", "H", "H", "H"], "positions_angstrom": [[1.97101, -0.41930, 0.73218], [0.95506, 0.53950, 0.12533], [1.08093, 1.85980, 0.20811], [-0.54474, 0.07430, -1.73104], [-0.28869, -0.08247, -0.42413], [-1.04906, -0.79653, 0.60056], [-2.33196, -1.11454, 0.37202], [1.69945, -1.46541, 0.55130], [2.98209, -0.26027, 0.35762], [1.99348, -0.34781, 1.82603], [0.30129, 2.46954, -0.23363], [1.92541, 2.25957, 0.75973], [-1.29728, -0.01880, -2.50120], [0.33512, 0.25619, -2.38053], [-0.60026, -0.89226, 1.58209], [-3.03400, -1.16940, 1.19633], [-2.66697, -1.29423, -0.64461]], "atomic_forces_ev_per_a": [[-0.3, -0.3, 0.4], [0.4, -0.8, 0.2], [-0.1, -0.6, -0.1], [1.8, 0.2, -1.7], [0.8, -0.4, -0.6], [-1.4, 0.6, -0.4], [0.5, -0.2, 0.5], [0.1, 0.2, -0.3], [-0.1, 0.1, 0.0], [0.1, 0.2, -0.1], [0.2, 0.3, 0.2], [-0.1, 0.3, -0.3], [-1.2, -0.8, 1.1], [-0.1, 0.8, 0.9], [-0.2, 0.5, 0.1], [0.0, -0.8, -0.1], [-0.3, 0.7, 0.1]]}

=====

{"formula": "C5H14O2", "method": "ωB97M-V/def2-TZVPD", "total_energy_ha": -349.3331, "homo_ev": -10.145, "lumo_ha": 0.0295, "charge": 0, "de_lowest_kj_mol": 112.0, "smiles": "CCCCCO.O", "elements": ["C", "O", "C", "C", "C", "C", "H", "H", "H", "H", "H", "H", "H", "H", "H", "H", "H", "H", "H", "H", "O"], "positions_angstrom": [[-1.29904, 0.96614, -0.11032], [-1.95179, 0.31672, -1.20450], [0.19145, 1.22511, -0.51381], [0.85980, 0.12133, -1.40775], [0.56058, -1.33015, -0.93353], [0.90201, -1.49667, 0.55779], [-1.94568, 1.90009, 0.02763], [-1.41767, 0.22580, 0.66605], [-1.81889, 0.84693, -1.98325], [0.19730, 2.17344, -1.10264], [0.79625, 1.46092, 0.34474], [0.37515, 0.24604, -2.34338], [1.91405, 0.27719, -1.58967], [-0.44918, -1.52980, -1.11937], [1.15622, -2.17536, -1.46370], [1.49771, -0.60623, 0.99634], [1.47975, -2.40756, 0.60814], [0.00153, -1.53324, 1.09232], [-0.73820, -0.25358, 3.04485], [-0.27510, 1.24172, 3.22713], [-0.03625, 0.33117, 3.20695]], "atomic_forces_ev_per_a": [[-0.3, 0.5, -1.7], [-0.4, -0.5, 0.0], [-0.2, 0.6, -0.4], [-1.3, -0.7, 0.7], [2.8, -0.2, -0.1], [1.7, 1.5, -0.7], [1.4, -0.9, 0.7], [0.1, 0.3, 0.7], [0.0, 0.3, -0.5], [0.0, -0.6, 0.2], [0.2, -0.1, 0.6], [-0.2, 0.0, -1.2], [0.3, 0.3, 0.4], [-1.5, -0.3, -0.2], [-0.8, 1.8, 0.2], [-0.8, -1.6, -0.8], [0.1, -0.2, 0.8], [-1.1, -0.4, 1.2], [-1.7, -0.6, -0.3], [-0.8, 0.7, -0.1], [2.5, 0.0, 0.4]]}

=====

Number 1: largest force on an atom 1.5 eV/Å. Number 2: largest force on an atom 10.9 eV/Å. Number 3: largest force on an atom 1.0 eV/Å. Number 4: largest force on an atom 2.4 eV/Å. Number 5: largest force on an atom 2.8 eV/Å.